Entry 1:
Below is a molecular structure, C39H57BrN10SeSr, with properties calculated with ωB97M-V/def2-TZVPD.

Last column: Löwdin charge in e.
Positions of all 109 atoms, in Å:
Sr (-0.9553, -0.4253, -0.3243)  1.5010
N (3.2713, 0.5303, 2.4671)  0.0665
C (2.6560, 1.1970, 3.6211)  -0.3182
C (1.5055, 2.0910, 3.1527)  -0.0802
C (0.2360, 1.3568, 2.7064)  -0.3320
N (0.3122, 0.8007, 1.3438)  -0.0814
C (-0.1361, 0.2447, 3.6880)  -0.0942
C (1.0319, -0.6830, 3.9752)  -0.2744
N (1.5225, -1.2919, 2.7187)  0.1707
C (2.1790, 0.1107, 4.5909)  -0.0771
H (3.3530, 1.1483, 1.6667)  0.0964
H (2.3025, -0.5786, 2.3613)  0.0674
H (4.1959, 0.1815, 2.6939)  0.1276
H (3.3778, 1.8423, 4.1421)  0.1531
H (1.8669, 2.7193, 2.3368)  0.1182
H (1.2523, 2.7568, 3.9780)  0.1362
H (-0.5758, 2.0990, 2.7400)  0.1349
H (1.1319, 1.1584, 0.8410)  0.0416
H (-0.4332, 1.2510, 0.8113)  -0.1171
H (-0.9578, -0.3335, 3.2659)  0.0944
H (-0.4610, 0.6892, 4.6299)  0.1419
H (0.6962, -1.4609, 4.6623)  0.1552
H (0.7991, -1.3567, 1.9785)  0.0848
H (1.9140, -2.2183, 2.8817)  0.1545
H (3.0099, -0.5507, 4.8292)  0.1321
H (1.8558, 0.5765, 5.5202)  0.1378
Br (6.4267, -4.3798, 2.2249)  0.7801
C (5.3907, -3.0830, 1.2980)  -0.6681
C (6.0072, -1.9690, 0.7454)  -0.1092
C (5.2370, -1.0021, 0.1285)  -0.0205
C (3.8439, -1.1314, 0.0746)  -0.3053
C (3.2319, -2.2704, 0.6149)  -0.0640
C (4.0089, -3.2410, 1.2140)  -0.1159
N (3.0225, -0.1024, -0.3560)  0.0975
C (3.3228, 0.6427, -1.3450)  -0.0702
C (2.5941, 1.8760, -1.6149)  -0.2510
C (2.7863, 2.5806, -2.8055)  0.0009
C (2.0431, 3.7277, -3.0329)  -0.0344
C (1.1468, 4.1492, -2.0619)  -0.0321
C (1.0656, 3.4084, -0.8893)  -0.1546
N (1.7604, 2.3102, -0.6622)  0.0861
H (7.0783, -1.8589, 0.8101)  0.1105
H (5.7175, -0.1261, -0.2796)  0.1152
H (2.1454, -2.3503, 0.4886)  0.0779
H (3.5552, -4.1287, 1.6263)  0.1058
H (4.1370, 0.4202, -2.0441)  0.1423
H (3.4878, 2.2227, -3.5430)  0.1234
H (2.1536, 4.2857, -3.9501)  0.1228
H (0.5304, 5.0237, -2.2110)  0.1195
H (0.3912, 3.7098, -0.0901)  0.1148
N (-4.0638, 0.1469, 0.9225)  -0.0837
C (-4.8470, -0.6117, -0.0778)  -0.2158
C (-4.8853, 0.1327, -1.4166)  -0.1539
C (-3.7546, -0.3181, -2.3413)  -0.1958
N (-2.5461, -0.4857, -1.5862)  -0.2671
H (-4.1601, -0.2962, 1.8356)  0.1039
H (-4.4928, 1.0760, 1.0088)  0.0791
H (-5.8682, -0.7821, 0.2696)  0.1273
H (-4.3632, -1.5875, -0.1914)  0.1291
H (-4.7871, 1.2123, -1.2189)  0.0868
H (-5.8375, -0.0180, -1.9168)  0.1291
H (-3.6220, 0.4471, -3.1299)  0.1168
H (-4.0212, -1.2628, -2.8328)  0.1404
H (-2.6873, 0.0566, -0.7114)  -0.1011
H (-1.8556, 0.1481, -1.9748)  -0.0090
C (-0.9768, -7.3977, 2.0455)  -0.0377
C (-1.0173, -5.9023, 2.0873)  -0.2642
C (-1.5699, -5.2371, 3.1686)  -0.0308
C (-1.6263, -3.8478, 3.1648)  -0.2885
C (-2.2507, -3.1346, 4.3266)  -0.0497
C (-1.1020, -3.1504, 2.0875)  -0.0653
C (-0.5253, -3.7755, 0.9599)  -0.3246
C (-0.5046, -5.1828, 1.0106)  -0.0211
N (0.0317, -2.9585, -0.0237)  -0.0904
C (0.4551, -3.6421, -1.2752)  -0.6386
C (1.5975, -4.6599, -1.0295)  -0.0378
C (-0.7738, -4.2600, -1.9572)  -0.0394
C (1.0050, -2.5801, -2.2333)  -0.0626
H (-1.2463, -7.8253, 3.0055)  0.0780
H (0.0169, -7.7442, 1.7741)  0.0843
H (-1.6729, -7.7707, 1.2968)  0.0890
H (-1.9858, -5.7904, 3.9947)  0.1163
H (-3.1344, -3.6693, 4.6593)  0.0840
H (-2.5286, -2.1176, 4.0654)  0.0559
H (-1.5627, -3.0992, 5.1680)  0.0804
H (-1.2249, -2.0612, 1.9681)  0.0553
H (-0.1279, -5.7682, 0.1956)  0.0887
H (1.7622, -4.7954, 0.0294)  0.0585
H (2.5209, -4.3038, -1.4725)  0.0756
H (1.3663, -5.6198, -1.4748)  0.0873
H (-1.2016, -5.0600, -1.3680)  0.0697
H (-0.5128, -4.6547, -2.9328)  0.0885
H (-1.5109, -3.4594, -2.0459)  0.0681
H (1.7931, -2.0188, -1.7296)  0.0512
H (0.1826, -1.9015, -2.4575)  0.0426
H (1.3677, -3.0587, -3.1380)  0.0986
Se (-2.2043, 1.7725, 0.0776)  1.2217
N (-0.8824, 1.5182, -1.0248)  -0.4952
C (-1.3463, 1.8849, -2.2270)  -0.3890
C (-0.7261, 1.6026, -3.4400)  0.0013
C (-1.3688, 1.9723, -4.5925)  -0.0017
C (-2.6056, 2.6353, -4.5604)  -0.0212
C (-3.2384, 2.9205, -3.3795)  0.0110
C (-2.6266, 2.5271, -2.1924)  -0.3432
N (-3.2148, 2.5901, -0.9840)  -0.1318
H (0.2150, 1.0697, -3.4211)  0.1312
H (-0.9240, 1.7312, -5.5453)  0.1301
H (-3.0809, 2.9034, -5.4909)  0.1279
H (-4.2218, 3.3633, -3.3302)  0.1405

Calculated values
LUMO ... -7.5877 eV
Gap between HOMO and LUMO ... 2.978 eV
Multiplicity ... 1
Energy above the lowest of the compared OMol25 structures with the same formula, charge and spin ... 839.3 kJ/mol
DFT total energy ... -7073.2933 a.u.
HOMO ... -10.57 eV
Max |F| ... 16.774 eV/Å
Net charge ... +2
Molar mass ... 912.4 Da

Entry 2:
Below is a molecular structure, C39H57LuN7O3P3S, with properties calculated with ωB97M-V/def2-TZVPD.

Last column: Löwdin charge in e.
Positions of all 111 atoms, in Å:
Lu (-0.3138, 0.4581, 0.5154)  1.4398
C (-3.0207, 0.0536, 1.9331)  -0.1576
N (-3.0000, 1.5037, 1.9008)  -0.3659
C (-4.3187, 2.0612, 2.1144)  -0.1073
P (-1.6563, 2.1617, 2.7363)  0.4891
O (-0.3843, 1.5012, 2.3877)  -0.4183
O (-1.5600, 3.3725, 1.0873)  -0.3342
P (-1.7139, 2.9621, -0.3723)  0.4318
O (-1.6746, 1.5001, -0.6743)  -0.4479
N (-3.1599, 3.5822, -0.9214)  -0.2871
C (-3.6743, 4.8535, -0.4795)  -0.1178
C (-3.7255, 3.0986, -2.1562)  -0.0913
N (-0.4164, 3.6969, -1.2165)  -0.2925
C (-0.4684, 5.1246, -1.4343)  -0.1029
C (0.8815, 3.2776, -0.7364)  -0.1123
N (-1.5399, 3.6228, 3.5703)  -0.3701
C (-2.6817, 4.4971, 3.6923)  -0.1055
C (-0.2736, 4.3095, 3.4093)  -0.1076
H (-3.6323, -0.2916, 1.0906)  0.0992
H (-3.4480, -0.3390, 2.8681)  0.0790
H (-1.9941, -0.3360, 1.8270)  0.0326
H (-4.9977, 1.6151, 1.3825)  0.0983
H (-4.2868, 3.1350, 1.9458)  0.0663
H (-4.7084, 1.8501, 3.1211)  0.0863
H (-3.1100, 5.1673, 0.3933)  0.0641
H (-4.7294, 4.7434, -0.2056)  0.0886
H (-3.5989, 5.6331, -1.2484)  0.0842
H (-3.3787, 2.0811, -2.3187)  0.0586
H (-3.4447, 3.7175, -3.0205)  0.0917
H (-4.8171, 3.0919, -2.0727)  0.0935
H (-1.4252, 5.3863, -1.8777)  0.0685
H (0.3301, 5.3951, -2.1304)  0.0881
H (-0.3328, 5.7005, -0.5104)  0.0900
H (0.9020, 2.1795, -0.6845)  0.0251
H (1.1299, 3.7101, 0.2443)  0.0962
H (1.6408, 3.5930, -1.4553)  0.1044
H (-3.5514, 3.9247, 4.0111)  0.0715
H (-2.9170, 5.0230, 2.7587)  0.0743
H (-2.4570, 5.2338, 4.4647)  0.0947
H (0.5275, 3.5771, 3.4923)  0.0724
H (-0.1647, 5.0192, 4.2298)  0.0954
H (-0.1900, 4.8490, 2.4600)  0.0754
N (2.1490, -2.1784, -1.5913)  0.0967
C (1.5586, -2.4714, -2.7823)  -0.3432
C (2.0119, -3.5731, -3.5257)  -0.0416
C (1.5355, -3.8424, -4.7877)  -0.0934
C (0.5923, -3.0015, -5.3632)  -0.1007
C (0.1114, -1.9302, -4.6362)  -0.0930
C (0.5592, -1.6535, -3.3473)  -0.2936
P (-0.1217, -0.1964, -2.4421)  1.1155
C (0.5863, 1.1170, -3.5055)  -0.3571
C (-0.1283, 2.2849, -3.7614)  -0.1382
C (0.4138, 3.2807, -4.5530)  -0.0868
C (1.6871, 3.1304, -5.0789)  -0.0891
C (2.4116, 1.9776, -4.8145)  -0.0790
C (1.8677, 0.9741, -4.0325)  -0.0736
C (-1.8555, -0.2503, -3.0619)  -0.3636
C (-2.2580, 0.2065, -4.3145)  -0.1192
C (-3.5692, 0.0575, -4.7321)  -0.0759
C (-4.5045, -0.5534, -3.9141)  -0.0860
C (-4.1233, -0.9895, -2.6556)  -0.0737
C (-2.8149, -0.8259, -2.2336)  -0.1061
H (1.5831, -1.6958, -0.8750)  -0.0076
H (2.7298, -2.9144, -1.2204)  0.0892
H (2.7470, -4.2249, -3.0725)  0.1063
H (1.8891, -4.7133, -5.3221)  0.1017
H (0.2314, -3.1825, -6.3656)  0.0957
H (-0.6392, -1.2976, -5.0851)  0.0863
H (-1.1121, 2.4099, -3.3357)  0.0787
H (-0.1523, 4.1802, -4.7613)  0.1042
H (2.1100, 3.9130, -5.6944)  0.1007
H (3.4067, 1.8643, -5.2214)  0.1036
H (2.4302, 0.0709, -3.8394)  0.1080
H (-1.5507, 0.6914, -4.9701)  0.1024
H (-3.8626, 0.4129, -5.7090)  0.1049
H (-5.5238, -0.6816, -4.2509)  0.1022
H (-4.8527, -1.4503, -2.0011)  0.1050
H (-2.5310, -1.1278, -1.2348)  0.0582
S (-2.1512, 1.0808, 4.6795)  0.7799
C (-0.7759, 1.6553, 5.4053)  -0.7731
N (0.1602, 2.0424, 5.9463)  0.1087
C (3.6482, -1.2039, 1.5807)  -0.0557
C (2.7967, -0.1771, 2.3297)  -0.3591
C (2.6331, 1.0803, 1.4669)  -0.0861
C (1.4876, -0.8005, 2.7759)  -0.1841
C (1.2237, -0.8619, 4.1304)  -0.0724
C (0.1727, -1.6073, 4.6408)  -0.1259
C (-0.5365, -2.4315, 3.7822)  -0.0696
C (-0.3364, -2.4114, 2.4172)  -0.1787
C (-0.9707, -3.4964, 1.5677)  -0.3642
C (-1.8780, -2.9451, 0.4687)  -0.0914
C (0.1333, -4.3484, 0.9368)  -0.0588
C (0.5928, -1.4602, 1.8483)  -0.4131
N (0.6376, -1.2086, 0.5392)  -0.2747
H (4.6226, -0.7846, 1.3443)  0.0759
H (3.1504, -1.4835, 0.6592)  0.0426
H (3.7868, -2.0942, 2.1863)  0.0847
H (3.3373, 0.1149, 3.2386)  0.1321
H (2.1870, 0.7941, 0.4948)  0.0423
H (3.6072, 1.5352, 1.2755)  0.0875
H (2.0089, 1.8127, 1.9857)  0.0613
H (1.8716, -0.3344, 4.8166)  0.1062
H (-0.0388, -1.6106, 5.6967)  0.0933
H (-1.2585, -3.1272, 4.1899)  0.1055
H (-1.5706, -4.1381, 2.2264)  0.1276
H (-1.3033, -2.1895, -0.0816)  0.0241
H (-2.7771, -2.5071, 0.8992)  0.0627
H (-2.1794, -3.7328, -0.2207)  0.0834
H (0.7055, -3.7318, 0.2493)  0.0539
H (-0.2942, -5.1868, 0.3892)  0.0744
H (0.7956, -4.7347, 1.7082)  0.0822

Calculated values
LUMO ... 0.2561 eV
Gap between HOMO and LUMO ... 6.360 eV
Multiplicity ... 1
Energy above the lowest of the compared OMol25 structures with the same formula, charge and spin ... 363.9 kJ/mol
DFT total energy ... -4787.2578 a.u.
HOMO ... -6.10 eV
Max |F| ... 2.862 eV/Å
Molar mass ... 971.9 Da